The following is a quantum chemistry calculation of the molecule C5H12S2 at a distorted geometry, from the Open Molecules 2025 dataset.

Calculated values
- LUMO energy: 0.80 eV
- Relative energy (zero: lowest compared OMol25 entry of this formula, charge and spin): 101.6 kJ/mol
- Frontier orbital gap: 9.5 eV
- Spin multiplicity: 1
- SMILES: CCCSSCC
- M: 136.3 g mol⁻¹

Geometry (Å):
C1 2.09910 -0.13651 -1.24327
C2 1.83600 -0.54983 0.15263
C3 1.78069 0.51594 1.26105
S1 0.43057 1.76814 1.13498
S2 -0.83957 0.99256 -0.33470
C4 -2.13334 0.16305 0.68244
C5 -3.08365 -0.11597 -0.54888
H1 2.45373 0.86819 -1.50321
H2 2.90139 -0.71620 -1.75456
H3 1.32362 -0.28781 -2.02256
H4 0.96781 -1.21042 0.22964
H5 2.65278 -1.28635 0.45858
H6 2.72886 1.03694 1.30002
H7 1.44851 -0.08335 2.09810
H8 -2.63654 0.68408 1.50498
H9 -1.92211 -0.86651 0.99776
H10 -4.10728 -0.32110 -0.13480
H11 -3.12580 0.63636 -1.34520
H12 -2.77477 -1.09123 -0.93300